1.
The following is a DFT calculation (ωB97M-V/def2-TZVPD) of one molecule with the formula C4H9N.

SMILES: C[C@H]1CN1C
charge: 0

CARTESIAN COORDINATES (ANGSTROEM)
C  -1.788  0.515  -0.477
C  -0.518  0.257  0.293
C  -0.046  -1.069  0.775
N  0.519  -0.459  -0.413
C  1.848  0.112  -0.337
H  -2.536  1.034  0.131
H  -1.553  1.147  -1.341
H  -2.223  -0.415  -0.854
H  -0.178  1.095  0.908
H  -0.636  -1.969  0.609
H  0.552  -1.081  1.689
H  2.105  0.497  0.666
H  2.596  -0.630  -0.632
H  1.899  0.946  -1.047

***

2.
The following is a DFT calculation (ωB97M-V/def2-TZVPD) of C4H9N as an isolated structure.

charge: 0

CARTESIAN COORDINATES (ANGSTROEM)
N  0.910  -0.285  0.503
C  0.707  -0.014  -0.950
C  -0.814  -0.233  -1.119
C  -1.448  -0.062  0.223
C  -0.300  0.054  1.201
H  4.266  1.834  0.957
H  1.298  -0.701  -1.630
H  1.016  1.063  -1.272
H  3.693  2.189  0.435
H  -1.300  -0.474  -2.075
H  -1.096  -1.070  -0.334
H  -2.336  0.351  0.392
H  -0.412  -0.675  2.073
H  -0.368  1.010  1.802

***

3.
The following is a DFT calculation (ωB97M-V/def2-TZVPD) of one molecule with the formula C4H9N.

SMILES: C[C@H]1CN1C
charge: 0

CARTESIAN COORDINATES (ANGSTROEM)
C  0.659  -1.184  1.370
C  -0.014  0.145  0.749
C  0.972  0.795  -0.157
N  -0.184  0.116  -0.684
C  -1.275  0.513  -1.556
H  1.380  -1.010  2.197
H  -0.174  -1.745  1.760
H  1.206  -1.908  0.712
H  -0.744  0.668  1.385
H  1.747  0.045  0.052
H  1.169  1.858  -0.343
H  -1.794  1.478  -1.399
H  -0.914  0.506  -2.595
H  -2.035  -0.278  -1.490

***

Which of them is the most stable? Correct choice: 1.

***

1.
The following is a DFT calculation (ωB97M-V/def2-TZVPD) of one molecule with the formula C4H9N.

SMILES: C=C(C)NC
charge: 0

CARTESIAN COORDINATES (ANGSTROEM)
C  0.824  -1.583  -0.911
C  0.365  -0.513  -0.251
C  1.328  0.355  0.503
N  -0.972  -0.173  -0.227
C  -1.555  1.012  0.340
H  1.846  -1.810  -1.018
H  0.182  -2.266  -1.461
H  1.198  0.386  1.596
H  1.155  1.399  0.265
H  2.329  -0.041  0.389
H  -1.564  -0.805  -0.735
H  -2.431  1.296  -0.228
H  -0.826  1.820  0.353
H  -1.878  0.925  1.385

***

2.
The following is a DFT calculation (ωB97M-V/def2-TZVPD) of C4H9N as an isolated structure.

charge: 0

CARTESIAN COORDINATES (ANGSTROEM)
C  -1.795  0.098  -0.053
C  0.610  1.015  0.033
C  1.623  -0.110  -0.194
C  0.364  -0.964  0.033
H  -2.287  -0.809  -0.627
H  -1.968  -0.210  1.016
H  -2.201  1.057  -0.365
H  0.562  1.426  1.106
H  0.679  1.930  -0.537
H  2.000  -0.073  -1.223
H  2.365  -0.235  0.667
H  0.284  -1.294  1.165
H  0.148  -1.891  -0.606
N  -0.385  0.060  -0.415

***

Which of them is the most stable? Correct choice: 1.

***

1.
The following is a DFT calculation (ωB97M-V/def2-TZVPD) of one molecule with the formula C4H9N.

SMILES: C[C@H]1CN1C
charge: 0

CARTESIAN COORDINATES (ANGSTROEM)
C  0.708  -1.761  0.334
C  0.244  -0.345  0.609
C  0.991  0.754  -0.063
N  -0.310  0.347  -0.530
C  -1.489  1.180  -0.568
H  1.622  -1.989  0.893
H  -0.050  -2.510  0.580
H  0.936  -1.852  -0.734
H  -0.146  -0.141  1.612
H  1.805  0.444  -0.716
H  1.154  1.703  0.452
H  -1.668  1.870  0.275
H  -1.437  1.778  -1.485
H  -2.361  0.523  -0.658

***

2.
The following is a DFT calculation (ωB97M-V/def2-TZVPD) of a 2-piece molecular cluster, C4H9N overall.

charge: 0

CARTESIAN COORDINATES (ANGSTROEM)
C  -1.899  0.355  -0.180
C  -1.065  -0.924  -0.351
C  0.202  -0.839  0.457
C  1.367  0.754  -0.676
N  0.923  0.228  0.491
H  -1.324  1.271  -0.121
H  -2.661  0.502  -0.948
H  -2.500  0.244  0.728
H  -0.791  -1.040  -1.408
H  -1.574  -1.834  -0.034
H  0.527  -1.847  0.720
H  3.987  2.125  0.460
H  1.975  1.629  -0.358
H  4.255  1.605  0.005

***

Which of them is the most stable? Correct choice: 1.

***

1.
The following is a DFT calculation (ωB97M-V/def2-TZVPD) of C4H9N as an isolated structure.

charge: 0

CARTESIAN COORDINATES (ANGSTROEM)
C  1.878  -0.074  0.860
C  0.408  -0.401  0.936
C  -0.388  0.777  0.495
N  -0.253  0.057  -0.792
C  -1.567  -0.420  -1.244
H  2.064  0.282  1.885
H  2.518  -0.948  0.706
H  2.179  0.735  0.174
H  0.135  -0.923  -0.399
H  0.089  1.762  0.475
H  -1.421  0.834  0.857
H  -2.158  -0.845  -0.417
H  -2.106  0.429  -1.682
H  -1.405  -1.181  -2.015

***

2.
The following is a DFT calculation (ωB97M-V/def2-TZVPD) of one molecule with the formula C4H9N.

SMILES: C/C=C/CN
charge: 0

CARTESIAN COORDINATES (ANGSTROEM)
C  -1.959  -1.029  0.696
C  -0.692  -0.859  0.007
C  -0.329  0.307  -0.581
C  1.172  0.512  -0.765
N  1.736  1.179  0.430
H  -1.762  -1.552  1.649
H  -2.619  -1.803  0.265
H  -2.554  -0.141  0.895
H  -0.031  -1.699  -0.187
H  -1.062  1.047  -0.882
H  1.478  1.037  -1.670
H  1.543  -0.508  -0.878
H  2.691  0.854  0.523
H  1.275  0.773  1.244

***

3.
The following is a DFT calculation (ωB97M-V/def2-TZVPD) of one molecule with the formula C4H9N.

charge: 0

CARTESIAN COORDINATES (ANGSTROEM)
C  1.507  0.027  0.397
C  -0.058  -0.344  0.621
N  -0.492  -0.116  1.878
C  -0.876  0.448  -0.820
C  -0.133  0.052  -1.942
H  1.708  1.041  0.812
H  2.221  -0.718  0.708
H  0.066  -1.399  0.300
H  -1.432  -0.515  2.002
H  -1.917  0.108  -0.685
H  -0.972  1.530  -0.516
H  1.375  -0.053  -0.714
H  -0.690  -0.707  -2.546
H  0.116  0.861  -2.654

***

Which of them is the most stable? Correct choice: 2.

***

1.
The following is a DFT calculation (ωB97M-V/def2-TZVPD) of a 2-piece molecular cluster, C3H7NSi overall.

charge: 0

CARTESIAN COORDINATES (ANGSTROEM)
C  0.150  0.000  -0.535
C  -0.659  -0.185  0.468
C  2.271  -0.307  -0.006
N  2.933  0.743  0.127
Si  -2.530  0.085  0.084
H  0.370  0.183  -1.571
H  -0.285  -0.454  1.397
H  2.513  -1.362  0.264
H  3.933  0.805  0.230
H  -2.523  1.451  0.040
H  -3.650  -0.522  0.835
H  -2.522  -0.436  -1.333

***

2.
The following is a DFT calculation (ωB97M-V/def2-TZVPD) of a 2-piece molecular cluster, C3H7NSi overall.

charge: 0

CARTESIAN COORDINATES (ANGSTROEM)
C  -3.486  -0.237  0.040
C  1.915  -0.257  -0.231
C  0.524  -0.502  0.383
N  -4.533  -0.695  0.049
Si  -0.572  0.985  0.083
H  1.912  -0.196  -1.230
H  2.193  0.733  0.010
H  2.768  -0.895  0.041
H  0.646  -0.834  1.374
H  0.121  -1.513  -0.116
H  -0.825  1.332  -1.420
H  -0.665  2.081  1.017

***

Which of them is the most stable? Correct choice: 2.

***

1.
The following is a DFT calculation (ωB97M-V/def2-TZVPD) of a 2-piece molecular cluster, C3H7NSi overall.

charge: 0

CARTESIAN COORDINATES (ANGSTROEM)
C  0.432  -1.253  1.523
C  -0.509  -0.911  -1.393
C  0.344  1.727  0.199
N  -0.792  -0.970  1.722
Si  -0.180  -0.069  0.293
H  1.195  -2.282  2.288
H  -0.606  -1.981  -1.496
H  -1.400  -0.465  -1.740
H  0.149  -0.390  -2.017
H  0.813  1.982  1.145
H  1.138  2.136  -0.574
H  -0.583  2.477  0.048

***

2.
The following is a DFT calculation (ωB97M-V/def2-TZVPD) of a 2-piece molecular cluster, C3H7NSi overall.

charge: 0

CARTESIAN COORDINATES (ANGSTROEM)
C  1.869  0.807  0.528
C  1.534  -0.380  -0.038
C  -1.862  -0.403  0.405
N  -2.351  0.717  0.195
Si  0.233  -0.672  -1.283
H  2.303  0.897  1.451
H  1.782  1.639  -0.146
H  1.710  -1.254  0.612
H  -2.104  -0.871  1.315
H  -2.972  1.103  0.894
H  0.108  -1.945  -1.731
H  -0.250  0.362  -2.202

***

Which of them is the most stable? Correct choice: 1.

***

1.
The following is a DFT calculation (ωB97M-V/def2-TZVPD) of a 2-piece molecular cluster, C3H8NOS overall.

charge: +1

CARTESIAN COORDINATES (ANGSTROEM)
C  0.332  2.061  -0.680
C  -0.210  0.956  0.186
C  -1.669  -1.265  1.044
N  1.697  -0.781  -0.335
O  -0.647  0.956  -1.055
S  -0.532  0.071  1.567
H  -0.012  3.043  -0.528
H  1.279  1.971  -1.140
H  -1.795  -1.339  -0.041
H  -2.619  -1.093  1.574
H  -1.339  -2.154  1.382
H  2.434  -0.066  -0.473
H  1.003  -0.626  -1.055
H  2.079  -1.737  -0.447

***

2.
The following is a DFT calculation (ωB97M-V/def2-TZVPD) of a 2-piece molecular cluster, C3H8NOS overall.

charge: +1

CARTESIAN COORDINATES (ANGSTROEM)
C  0.857  1.865  -0.466
C  0.852  0.514  -0.163
C  0.947  -1.706  1.387
N  -2.051  -0.098  -1.032
O  0.685  1.359  0.847
S  0.947  -1.070  -0.340
H  1.837  2.318  -0.496
H  0.199  2.461  -1.050
H  1.455  -0.993  2.033
H  1.541  -2.690  1.487
H  -0.084  -2.024  1.580
H  -2.625  -0.861  -1.343
H  -1.681  0.472  -1.850
H  -2.880  0.453  -0.594

***

Which of them is the most stable? Correct choice: 1.